C64H150AsF6N8O3 | ωB97M-V/def2-TZVPD

Calculated values
Total charge: +7
Spin multiplicity: 1
F_max in hartree/bohr: 0.0575
Energy relative to the best compared isomer or geometry (same formula, charge and spin) in kJ/mol: 0.00
LUMO energy in eV: -8.37
E_tot in eV: -163940.8208
HOMO-LUMO gap in eV: 10.554

Element x y z (Å)
As  -1.2124  0.2926  -0.2091
F  -2.1192  -1.2714  -0.2528
F  -1.7541  0.4788  -1.9169
F  -0.4097  1.9232  -0.2327
F  -0.8516  0.0015  1.5034
F  0.2940  -0.4673  -0.6915
F  -2.6953  1.1412  0.3659
C  -4.0069  -4.9951  6.3343
C  -2.9077  -4.0949  6.9962
N  -3.4847  -2.7992  7.7271
C  -4.1268  -3.1729  9.0853
C  -2.3013  -1.8099  7.8769
C  -1.0334  -2.3210  8.5403
C  -4.4600  -2.0328  6.7978
C  -4.7171  -0.5023  7.0951
O  -5.0394  -0.3774  8.4669
C  -5.1394  1.0091  8.7776
H  -4.3902  -4.4633  5.4635
H  -4.7986  -5.3676  6.9844
H  -3.5871  -5.9126  5.9219
H  -2.2491  -3.7608  6.1945
H  -2.3264  -4.7027  7.6897
H  -4.3611  -2.2558  9.6257
H  -3.2914  -3.5677  9.6636
H  -4.9549  -3.8801  9.0372
H  -2.6961  -1.0551  8.5569
H  -1.9812  -1.4243  6.9089
H  -0.3720  -1.4634  8.6631
H  -0.4851  -3.0556  7.9506
H  -1.1497  -2.8079  9.5085
H  -5.3461  -2.6606  6.8917
H  -4.0395  -2.2130  5.8085
H  -5.4488  -0.0875  6.4019
H  -3.8099  0.0698  6.9009
H  -4.3182  1.7160  8.6595
H  -5.3670  1.1712  9.8312
H  -5.9213  1.5317  8.2265
C  11.0291  -4.6805  -7.1220
C  9.9336  -3.9290  -6.3631
N  8.4425  -4.3155  -6.7231
C  8.1104  -3.7748  -8.0998
C  8.1947  -5.8736  -6.8281
C  8.4111  -6.6767  -5.5324
C  7.5516  -3.6833  -5.6406
C  6.0409  -3.8748  -5.6970
O  5.4642  -3.2275  -6.8347
C  4.0320  -3.3535  -6.8413
H  10.8908  -4.8274  -8.1932
H  11.0586  -5.6440  -6.6134
H  11.9970  -4.1866  -7.0364
H  10.0197  -2.8554  -6.5304
H  10.0709  -4.1365  -5.3019
H  8.6394  -4.3208  -8.8809
H  8.1778  -2.6869  -8.0902
H  7.0776  -4.0668  -8.2901
H  8.7726  -6.3943  -7.5916
H  7.1374  -5.9276  -7.0873
H  7.7267  -6.3814  -4.7371
H  9.4078  -6.6058  -5.0968
H  8.2269  -7.7251  -5.7671
H  7.8170  -2.6414  -5.4610
H  7.8169  -4.1342  -4.6844
H  5.6612  -3.2886  -4.8602
H  5.6568  -4.8685  -5.4663
H  3.6083  -2.6628  -6.1123
H  3.7603  -4.3846  -6.6151
H  3.6257  -2.9453  -7.7667
C  3.2096  -10.4019  1.6643
C  1.9910  -10.7380  0.7037
N  0.6523  -10.1942  1.1875
C  0.2989  -10.8452  2.5118
C  0.6629  -8.6507  1.4062
C  1.3201  -7.7863  0.2871
C  -0.3090  -10.7295  0.0972
C  -1.8291  -10.6682  0.4895
O  -2.4213  -9.3694  0.7356
C  -3.8443  -9.5164  0.8469
H  3.0453  -10.9772  2.5754
H  3.3588  -9.3268  1.7638
H  4.1690  -10.7180  1.2548
H  1.9298  -11.8254  0.6601
H  2.1446  -10.3596  -0.3069
H  1.1241  -10.6998  3.2090
H  0.2482  -11.9192  2.3323
H  -0.5534  -10.3448  2.9713
H  1.0605  -8.3743  2.3828
H  -0.4034  -8.4577  1.5238
H  2.4081  -7.8210  0.2304
H  0.9854  -6.7589  0.4300
H  0.8490  -8.1774  -0.6147
H  -0.1893  -11.8015  -0.0590
H  -0.0905  -10.3336  -0.8946
H  -2.0372  -11.4398  1.2307
H  -2.3569  -10.9945  -0.4067
H  -4.3251  -8.5474  0.9807
H  -4.2876  -10.2303  1.5412
H  -4.1248  -9.8097  -0.1648
C  5.8745  -3.1569  5.4092
C  7.2648  -3.5189  6.0520
C  7.0955  -4.2483  7.4581
N  8.2841  -5.2267  7.8684
C  8.2568  -6.4515  6.9700
C  9.6281  -4.4140  7.9028
C  9.7690  -3.8812  9.2616
C  9.0732  -4.8748  10.2220
C  8.0557  -5.6238  9.3619
H  5.3371  -2.4829  6.0763
H  5.1482  -3.9682  5.3612
H  6.0287  -2.7827  4.3972
H  7.6625  -2.5105  6.1662
H  7.8174  -4.1158  5.3264
H  6.1540  -4.7771  7.6065
H  7.0908  -3.4997  8.2504
H  8.3656  -6.0518  5.9618
H  7.2241  -6.7966  6.9192
H  9.0096  -7.1445  7.3457
H  10.4461  -5.1069  7.7056
H  9.6634  -3.7481  7.0406
H  10.7884  -3.7196  9.6119
H  9.2949  -2.9079  9.3883
H  9.7517  -5.5831  10.6975
H  8.5140  -4.4133  11.0359
H  8.3467  -6.6742  9.3575
H  7.0014  -5.6022  9.6381
C  -8.1700  7.8349  0.0510
C  -8.7877  9.1886  0.5494
C  -9.6920  9.7603  -0.5352
N  -10.6257  10.9432  -0.0996
C  -9.7134  12.0650  0.4599
C  -11.6932  10.5400  0.9608
C  -12.8640  9.9297  0.1136
C  -12.6714  10.5137  -1.2902
C  -11.4803  11.4071  -1.2606
H  -7.5801  8.0274  -0.8452
H  -8.8035  6.9928  -0.2275
H  -7.4266  7.4530  0.7508
H  -8.0277  9.9154  0.8363
H  -9.3565  9.0554  1.4696
H  -10.4495  9.0212  -0.7959
H  -9.0784  10.0793  -1.3778
H  -10.3136  12.9179  0.7766
H  -9.0376  12.2104  -0.3829
H  -9.0907  11.8171  1.3195
H  -11.9602  11.4248  1.5388
H  -11.2889  9.8363  1.6884
H  -13.7914  10.2511  0.5876
H  -12.9415  8.8563  0.2864
H  -13.5765  10.9524  -1.7103
H  -12.4720  9.5907  -1.8346
H  -11.7334  12.4479  -1.0589
H  -10.8919  11.4957  -2.1739
C  -4.5737  -5.1030  -5.7071
C  -5.8129  -4.3499  -6.0430
C  -5.4580  -2.8548  -6.1695
N  -6.5691  -2.1690  -7.0397
C  -8.0096  -2.2373  -6.4112
C  -6.1726  -0.7124  -7.2292
C  -6.7808  -0.2412  -8.4986
C  -7.0352  -1.4298  -9.3791
C  -6.5403  -2.5749  -8.5176
H  -4.2776  -5.0957  -4.6581
H  -3.7733  -4.9287  -6.4262
H  -4.7718  -6.1608  -5.8798
H  -6.5303  -4.5092  -5.2379
H  -6.2534  -4.7034  -6.9753
H  -4.5043  -2.7515  -6.6872
H  -5.3995  -2.3562  -5.2020
H  -8.5293  -1.4207  -6.9125
H  -7.9788  -2.1704  -5.3237
H  -8.3424  -3.2539  -6.6206
H  -6.3291  -0.1651  -6.2997
H  -5.1018  -0.8356  -7.3921
H  -7.7143  0.2921  -8.3188
H  -6.2230  0.5671  -8.9715
H  -8.0848  -1.5196  -9.6593
H  -6.4169  -1.3566  -10.2737
H  -7.1772  -3.4524  -8.6290
H  -5.4971  -2.8279  -8.7065
C  3.5003  6.1849  -12.4945
C  3.8772  5.5301  -11.1309
C  2.8285  5.6993  -10.0102
N  3.3711  5.1420  -8.6674
C  3.8888  3.6707  -8.8462
C  2.2415  5.0789  -7.6837
C  2.9015  5.0273  -6.3497
C  4.3391  5.4719  -6.4486
C  4.4071  6.0091  -7.9171
H  3.3181  7.2349  -12.2653
H  2.5919  5.7421  -12.9029
H  4.3021  6.1085  -13.2289
H  4.7709  6.0419  -10.7739
H  4.0566  4.4904  -11.4044
H  1.9602  5.0848  -10.2478
H  2.6266  6.7695  -9.9656
H  3.3186  3.1195  -9.5940
H  3.8208  3.1538  -7.8890
H  4.9560  3.6650  -9.0675
H  1.5296  4.3095  -7.9827
H  1.5958  5.9570  -7.6716
H  2.8431  4.0229  -5.9304
H  2.5243  5.7238  -5.6009
H  4.8592  4.5238  -6.3120
H  4.6395  6.2683  -5.7677
H  5.3667  5.8057  -8.3925
H  4.1404  7.0567  -8.0572
C  1.5041  13.2338  7.3860
C  1.6486  11.7156  7.2472
C  1.2455  11.1791  5.8204
N  0.9467  9.6076  5.8042
C  2.0628  8.7661  6.5605
C  0.8226  9.0225  4.3466
C  -0.1013  7.8366  4.4498
C  -1.0362  8.2072  5.6972
C  -0.4602  9.3909  6.3516
H  2.0508  13.9466  6.7687
H  1.9366  13.4336  8.3664
H  0.4298  13.3896  7.4855
H  1.0202  11.2252  7.9906
H  2.6588  11.3781  7.4789
H  2.0299  11.2944  5.0725
H  0.4141  11.7172  5.3651
H  2.0034  8.9905  7.6255
H  3.0746  9.0093  6.2360
H  1.8563  7.7050  6.4201
H  1.7852  8.6883  3.9596
H  0.3615  9.7505  3.6791
H  0.5320  6.9512  4.5056
H  -0.6286  7.6281  3.5189
H  -1.0659  7.3598  6.3820
H  -2.0637  8.4089  5.3942
H  -0.1722  9.2223  7.3893
H  -1.1873  10.1999  6.4226